Record 1
Here is C30H90N16O8P5Ti2 as an isolated structure from the Open Molecules 2025 dataset. Energies are from ωB97M-V with the def2-TZVPD basis set.

Structure (XYZ):
```
151
Properties=species:S:1:pos:R:3:lowdin_charge:R:1
Ti 1.600 3.294 -0.302 0.47
Ti 3.265 -0.153 -1.034 0.55
N 0.600 0.283 -0.248 -0.68
O -0.510 0.701 -0.357 0.01
O 1.468 1.055 0.127 -0.30
O 0.818 -0.862 -0.567 -0.05
O -2.868 -1.372 6.165 -0.31
P -1.943 -0.866 5.094 0.64
N -0.585 -1.839 4.906 -0.31
C 0.171 -2.059 3.651 -0.10
C -0.202 -2.826 5.899 -0.11
N -1.439 0.795 5.335 -0.31
C -2.340 1.670 6.027 -0.13
C -0.156 1.347 4.965 -0.13
N -2.769 -0.792 3.574 -0.31
C -2.284 -0.083 2.417 -0.12
C -3.973 -1.556 3.432 -0.12
H 1.221 -2.349 3.667 0.08
H 0.357 -1.103 3.163 0.05
H -0.419 -2.695 2.990 0.08
H -0.899 -2.688 6.726 0.07
H 0.847 -2.629 6.119 0.08
H -0.417 -3.807 5.475 0.08
H -1.868 2.270 6.805 0.08
H -2.834 2.352 5.336 0.08
H -3.132 1.084 6.493 0.07
H 0.568 1.319 5.780 0.08
H 0.254 0.925 4.047 0.05
H -0.301 2.419 4.825 0.06
H -2.087 -0.751 1.579 0.08
H -2.921 0.754 2.130 0.09
H -1.345 0.361 2.747 0.05
H -4.456 -1.197 2.523 0.07
H -4.615 -1.423 4.303 0.08
H -3.817 -2.624 3.275 0.07
O -6.177 -1.222 0.156 -0.30
P -5.372 -1.731 -0.979 0.60
N -4.532 -3.203 -0.658 -0.30
C -5.301 -4.471 -0.366 -0.10
C -3.111 -3.347 -0.235 -0.11
N -4.158 -0.625 -1.545 -0.27
C -3.251 -0.967 -2.691 -0.09
C -4.003 0.686 -0.863 -0.10
N -6.384 -2.171 -2.308 -0.30
C -5.946 -3.003 -3.495 -0.08
C -7.595 -1.422 -2.439 -0.15
H -4.947 -5.326 -0.942 0.08
H -6.353 -4.362 -0.628 0.07
H -5.345 -4.439 0.723 0.08
H -3.081 -3.497 0.844 0.07
H -2.497 -2.561 -0.676 0.05
H -2.726 -4.290 -0.622 0.07
H -2.671 -1.875 -2.525 0.06
H -3.731 -0.914 -3.668 0.06
H -2.504 -0.175 -2.735 0.06
H -2.967 0.841 -0.561 0.05
H -4.243 1.509 -1.536 0.07
H -4.710 0.674 -0.034 0.06
H -6.103 -4.071 -3.343 0.06
H -6.506 -2.686 -4.375 0.07
H -4.880 -2.921 -3.707 0.05
H -8.028 -1.484 -3.437 0.07
H -7.486 -0.347 -2.297 0.08
H -8.304 -1.776 -1.691 0.08
O 2.165 3.875 2.071 -0.39
P 3.256 4.018 3.097 0.69
N 3.937 2.510 3.736 -0.32
C 3.357 1.266 3.300 -0.12
C 4.917 2.359 4.836 -0.09
N 2.701 4.882 4.484 -0.29
C 1.571 4.463 5.305 -0.12
C 3.698 5.709 5.237 -0.12
N 4.581 4.937 2.399 -0.30
C 5.608 4.179 1.631 -0.11
C 4.255 6.270 1.765 -0.11
H 3.863 0.393 3.713 0.08
H 3.359 1.229 2.211 0.06
H 2.420 1.275 3.857 0.06
H 4.406 2.090 5.759 0.08
H 5.339 3.361 4.920 0.07
H 5.620 1.576 4.553 0.08
H 1.859 3.627 5.942 0.08
H 1.163 5.230 5.963 0.09
H 0.703 4.194 4.703 0.07
H 3.125 6.602 5.489 0.08
H 4.147 5.252 6.119 0.07
H 4.571 6.030 4.668 0.06
H 6.354 4.869 1.237 0.08
H 6.192 3.630 2.370 0.07
H 5.178 3.552 0.850 0.07
H 3.251 6.653 1.950 0.07
H 4.285 6.158 0.682 0.07
H 4.876 7.095 2.116 0.07
O 4.505 -2.458 -1.249 -0.38
P 4.303 -3.923 -1.048 0.60
N 2.660 -4.396 -0.804 -0.27
C 1.597 -3.999 -1.815 -0.07
C 2.270 -5.381 0.221 -0.13
N 5.256 -4.628 0.150 -0.31
C 6.695 -5.055 -0.138 -0.05
C 5.116 -4.251 1.530 -0.14
N 4.614 -4.904 -2.403 -0.34
C 5.233 -4.245 -3.555 -0.10
C 4.568 -6.333 -2.467 -0.12
H 1.542 -4.491 -2.786 0.07
H 1.704 -2.931 -2.004 0.05
H 0.594 -4.028 -1.391 0.07
H 1.524 -4.982 0.908 0.08
H 3.135 -5.568 0.858 0.05
H 1.909 -6.323 -0.194 0.08
H 6.664 -6.043 0.323 0.08
H 7.073 -5.174 -1.153 0.08
H 7.374 -4.365 0.363 0.08
H 5.596 -4.853 2.301 0.09
H 5.676 -3.317 1.589 0.08
H 4.074 -4.071 1.794 0.07
H 6.004 -3.550 -3.221 0.07
H 5.598 -5.004 -4.246 0.09
H 4.432 -3.611 -3.936 0.08
H 4.078 -6.724 -1.576 0.07
H 5.515 -6.846 -2.631 0.08
H 3.886 -6.542 -3.291 0.09
O -2.792 5.344 -5.778 -0.29
P -2.159 4.040 -5.493 0.61
N -3.270 2.746 -5.579 -0.28
C -2.941 1.360 -5.808 -0.13
C -4.677 3.002 -5.618 -0.13
N -1.596 3.893 -3.913 -0.32
C -1.401 2.720 -3.136 -0.11
C -1.254 5.091 -3.274 -0.15
N -0.865 3.532 -6.535 -0.29
C -1.177 3.364 -7.964 -0.11
C 0.521 3.352 -6.193 -0.12
H -2.389 1.099 -6.712 0.06
H -3.836 0.766 -5.990 0.08
H -2.374 0.844 -5.033 0.05
H -4.978 4.039 -5.471 0.08
H -5.242 2.404 -4.902 0.07
H -5.081 2.604 -6.549 0.08
H -1.035 1.907 -3.763 0.07
H -0.592 2.828 -2.414 0.05
H -2.328 2.322 -2.723 0.07
H -1.879 5.926 -3.588 0.08
H -1.449 5.032 -2.203 0.08
H -0.189 5.204 -3.476 0.07
H -0.309 3.127 -8.579 0.07
H -1.710 2.419 -8.063 0.05
H -1.762 4.125 -8.481 0.08
H 0.778 2.355 -5.835 0.07
H 0.814 4.008 -5.374 0.07
H 1.141 3.484 -7.079 0.08
```

Its spin multiplicity is 8. The molar mass comes out at 1053.8 Da. The calculated total energy is -6080.49697 Eh. The calculation puts the HOMO-LUMO gap (spin up / spin down) at 4.61 / 7.84 eV.

***

Record 2
Here is a 12-piece molecular cluster, C30H90N18O12 overall from the Open Molecules 2025 dataset. Energies are from ωB97M-V with the def2-TZVPD basis set.

Structure (XYZ):
```
150
Properties=species:S:1:pos:R:3:lowdin_charge:R:1
C 5.560 0.332 -1.378 -0.10
O 4.936 -0.763 -0.772 -0.21
C 5.184 -2.018 -1.351 -0.21
C 4.355 -3.115 -0.718 -0.38
C 4.856 -3.680 0.658 -0.04
N 4.520 -4.233 -1.725 0.04
H 5.402 0.397 -2.446 0.09
H 6.597 0.343 -1.230 0.07
H 5.130 1.153 -0.870 0.07
H 4.960 -1.812 -2.425 0.11
H 6.266 -2.209 -1.294 0.13
H 3.343 -2.877 -0.582 0.09
H 4.259 -4.519 0.956 0.06
H 4.775 -2.978 1.495 0.07
H 5.872 -3.976 0.449 0.07
H 4.256 -5.127 -1.264 0.08
H 3.956 -4.022 -2.532 0.04
C -5.594 3.685 -2.321 -0.08
O -5.384 5.098 -2.281 -0.18
C -4.279 5.530 -2.990 -0.23
C -2.945 4.925 -2.624 -0.46
C -2.774 4.778 -1.128 -0.05
N -1.799 5.655 -3.138 0.02
H -6.020 3.379 -3.240 0.08
H -6.147 3.436 -1.390 0.11
H -4.669 3.172 -2.222 0.03
H -4.466 5.282 -4.071 0.14
H -4.227 6.629 -2.856 0.14
H -2.862 3.919 -2.923 0.10
H -3.640 4.336 -0.711 0.05
H -2.748 5.772 -0.728 0.09
H -1.905 4.202 -0.915 0.06
H -1.588 6.578 -2.695 0.11
H -1.718 5.674 -4.173 0.10
C 0.772 -4.865 -4.006 -0.11
O -0.305 -5.276 -3.194 -0.20
C -0.835 -4.193 -2.389 -0.18
C -0.025 -3.894 -1.096 -0.42
C 0.474 -5.251 -0.521 -0.04
N -0.992 -3.161 -0.290 0.05
H 0.728 -5.465 -4.932 0.09
H 1.754 -5.043 -3.544 0.08
H 0.629 -3.847 -4.360 0.06
H -0.998 -3.345 -2.971 0.07
H -1.818 -4.505 -1.911 0.14
H 0.865 -3.277 -1.428 0.13
H 0.915 -5.834 -1.333 0.06
H -0.378 -5.879 -0.136 0.10
H 1.230 -5.212 0.240 0.05
H -0.499 -2.781 0.490 0.03
H -1.280 -2.347 -0.860 0.08
C 1.389 1.591 6.291 -0.09
O 2.333 1.063 5.356 -0.27
C 3.007 2.066 4.563 -0.16
C 3.737 1.248 3.451 -0.45
C 4.533 0.107 3.964 -0.07
N 4.592 2.120 2.611 0.04
H 1.760 2.584 6.583 0.09
H 1.374 0.871 7.125 0.09
H 0.384 1.757 5.863 0.07
H 2.216 2.750 4.202 0.10
H 3.715 2.518 5.279 0.13
H 2.899 0.875 2.801 0.13
H 5.308 0.566 4.690 0.12
H 5.121 -0.454 3.244 0.07
H 3.880 -0.615 4.451 0.05
H 4.799 1.629 1.712 0.08
H 4.192 3.011 2.456 0.04
C -1.363 -0.540 -6.842 -0.09
O -0.091 -0.011 -6.458 -0.20
C 0.760 -0.919 -5.760 -0.18
C 1.678 -0.167 -4.680 -0.42
C 2.610 -1.061 -3.960 -0.07
N 0.863 0.656 -3.813 0.06
H -1.837 -1.074 -6.015 0.07
H -1.338 -1.144 -7.770 0.09
H -1.961 0.327 -6.999 0.07
H 0.181 -1.591 -5.121 0.09
H 1.307 -1.500 -6.512 0.13
H 2.239 0.609 -5.321 0.15
H 3.227 -0.514 -3.287 0.05
H 3.259 -1.721 -4.567 0.10
H 2.041 -1.683 -3.266 0.07
H 0.015 0.778 -4.328 0.05
H 0.657 0.147 -2.972 0.05
C -2.860 -3.892 2.624 -0.10
O -3.151 -2.689 3.287 -0.25
C -2.793 -2.560 4.649 -0.17
C -3.552 -1.311 5.211 -0.47
C -3.342 -1.060 6.630 -0.09
N -4.984 -1.353 5.028 0.04
H -3.345 -4.730 3.172 0.10
H -1.765 -4.073 2.483 0.09
H -3.318 -3.665 1.666 0.08
H -3.126 -3.325 5.239 0.09
H -1.726 -2.409 4.651 0.12
H -3.197 -0.459 4.480 0.15
H -3.630 -0.062 6.849 0.07
H -2.296 -1.196 6.967 0.09
H -3.879 -1.844 7.250 0.11
H -5.225 -1.437 4.063 0.05
H -5.487 -2.092 5.499 0.08
N 2.300 -3.031 4.053 0.15
C 1.561 -2.347 3.136 -0.63
N 0.939 -1.225 3.652 0.18
O 1.454 -2.726 1.940 -0.03
H 2.983 -3.703 3.607 0.13
H 2.664 -2.558 4.849 0.08
H 1.474 -0.591 4.243 0.07
H 0.319 -0.800 2.967 0.07
N -3.037 -0.123 1.439 0.20
C -4.036 0.683 0.974 -0.70
N -5.238 0.160 1.182 0.18
O -3.818 1.739 0.392 -0.01
H -2.098 0.181 1.246 0.06
H -3.191 -0.800 2.170 0.07
H -5.989 0.548 0.662 0.10
H -5.327 -0.807 1.419 0.10
N -1.904 1.267 -2.102 0.19
C -2.404 0.156 -2.774 -0.64
N -3.735 0.164 -2.878 0.18
O -1.694 -0.731 -3.268 0.00
H -2.551 1.484 -1.332 0.07
H -0.968 1.212 -1.820 0.03
H -4.191 1.014 -2.645 0.07
H -4.155 -0.483 -3.525 0.12
N 0.563 3.819 -2.928 0.17
C 1.678 4.237 -2.272 -0.71
N 1.681 5.593 -2.033 0.14
O 2.485 3.466 -1.816 0.01
H -0.074 4.436 -3.411 0.05
H 0.627 2.828 -3.206 0.07
H 2.559 5.874 -1.608 0.10
H 1.479 6.006 -2.932 0.09
N 1.740 -0.301 0.033 0.20
C 0.763 0.601 0.504 -0.61
N 0.740 1.823 -0.137 0.18
O -0.080 0.299 1.326 -0.01
H 2.001 -1.116 0.546 0.05
H 2.374 0.001 -0.695 0.08
H 0.275 2.507 0.425 0.07
H 1.480 2.111 -0.806 0.07
N -2.151 2.405 3.492 0.18
C -0.995 3.000 3.046 -0.72
N -1.121 3.938 2.128 0.17
O 0.052 2.759 3.620 0.02
H -2.943 2.379 2.807 0.10
H -1.986 1.571 3.968 0.06
H -0.146 4.310 1.872 0.16
H -1.865 3.877 1.446 0.08
```

Its SMILES is COC[C@H](C)N.COC[C@H](C)N.COC[C@H](C)N.COC[C@H](C)N.COC[C@H](C)N.COC[C@H](C)N.NC(N)=O.NC(N)=O.NC(N)=O.NC(N)=O.NC(N)=O.NC(N)=O. Its spin multiplicity is 1. The calculation puts the energy relative to the best compared isomer or geometry (same formula, charge and spin) at 35.0 kcal per mole. The molar mass comes out at 895.2 Da. The calculated total energy is -3085.62442 Eh. The calculation puts the HOMO-LUMO gap at 9.25 eV.